12
Properties=species:S:1:pos:R:3 method="wB97M-V/def2-TZVPD" homo_energy_ev=-2.93 total_charge=-1 orbital_gap_ev=6.9889 max_force_ev_per_a=5.77 relative_energy_kj_mol=92.1
C -1.22133 -0.19423 -0.23090
C 1.01652 -0.39201 -1.50219
C 0.14207 -0.13396 -0.26274
O -1.75630 0.34913 0.98953
O -2.00393 -0.79891 -0.97749
O -0.38823 0.63227 3.09046
O 0.78815 0.54204 0.88467
P -0.82799 1.39271 1.90721
H 1.67876 -1.15110 -1.52113
H 1.51402 0.54525 -1.80516
H 0.17199 -0.61398 -2.24792
H 0.88627 -0.17722 1.67565



26
Properties=species:S:1:pos:R:3 method="wB97M-V/def2-TZVPD" homo_energy_ev=-9.12 total_charge=0 orbital_gap_ev=8.2350 max_force_ev_per_a=6.38 relative_energy_kj_mol=39.6
C 1.05290 -2.28145 1.17450
C -2.88962 0.37810 -1.44888
C 1.32791 2.03261 0.81016
N -1.27423 -1.61143 0.96996
N -1.04014 1.66852 -2.50335
N 3.52339 1.89462 -0.18867
N -0.06141 -1.52618 1.56712
N -1.98158 1.55563 -1.41469
N 2.29912 1.29731 -0.07320
N -0.47618 -0.43681 0.77349
N -0.59107 1.28088 -1.25614
N 1.70138 0.21723 -0.67819
O -0.03580 -1.18173 -1.83915
P 0.14803 -0.16547 -0.82768
H 1.96241 -1.76639 1.31243
H 1.01556 -3.21968 1.67011
H 1.01086 -2.55378 0.10911
H -3.10474 0.09946 -0.50545
H -3.64556 0.79916 -1.99681
H -2.67143 -0.55961 -2.07734
H 1.53721 3.13525 0.78522
H 0.41552 1.98010 0.26320
H 1.40403 1.50543 1.68230
H -1.25371 -2.33194 0.16217
H -1.17684 0.82702 -3.22041
H 3.56002 2.50458 0.59809



9
Properties=species:S:1:pos:R:3 method="wB97M-V/def2-TZVPD" homo_energy_ev="-2.87 / -3.47" total_charge=-1 orbital_gap_ev="5.3662 / 6.7312" max_force_ev_per_a=3.60 relative_energy_kj_mol=413.8
C -0.33119 -0.77198 -0.68661
C 0.59408 0.27562 -0.49047
C 1.07355 1.39199 1.66911
N -1.26255 -1.12974 0.15012
O 0.83364 2.44134 2.19162
O 0.50696 1.13217 0.50175
S -2.29819 -2.29876 -0.35811
H -0.37193 -1.37775 -1.58491
H 1.25563 0.33711 -1.39251



55
Properties=species:S:1:pos:R:3 method="wB97M-V/def2-TZVPD" homo_energy_ev=-7.88 total_charge=0 orbital_gap_ev=8.4254 max_force_ev_per_a=1.43 relative_energy_kj_mol=0.0
C -0.34430 -2.40902 2.71115
C -1.17198 -2.69545 1.46407
C -2.45242 -1.86297 1.44579
C -3.27104 -2.01235 0.16226
C -2.59390 -1.51004 -1.11577
C -2.44572 0.01232 -1.19024
N -1.38394 0.53465 -0.36025
C -0.06913 0.20492 -0.26196
N 0.57151 -0.72973 -1.03097
C 1.90442 -1.08512 -0.57145
C 2.95341 -0.06794 -1.01988
C 2.93499 0.06780 -2.54828
C 3.89990 1.17624 -2.95765
N 5.19350 0.78172 -3.02566
O 3.55985 2.31359 -3.18343
C 1.51558 0.40005 -3.00837
C 0.52427 -0.63798 -2.48111
N 0.53523 0.81098 0.75797
C -0.41379 1.57157 1.33457
C -1.62199 1.43501 0.66959
C -2.79735 2.12191 1.08926
O -3.91912 2.08422 0.61787
N -2.51476 2.91046 2.20817
C -1.33061 3.09058 2.89645
O -1.26109 3.82633 3.85547
N -0.25263 2.37733 2.42074
C 1.03952 2.49219 3.05764
H 0.54474 -3.03552 2.73519
H -0.03017 -1.36694 2.72148
H -0.92460 -2.60111 3.61101
H -0.56551 -2.46981 0.58619
H -1.43097 -3.75643 1.42903
H -2.20416 -0.81459 1.60890
H -3.08087 -2.17319 2.28464
H -3.50988 -3.07025 0.02529
H -4.21330 -1.47438 0.28850
H -3.21145 -1.81370 -1.96395
H -1.61809 -1.98087 -1.23199
H -3.36477 0.49200 -0.84392
H -2.28394 0.32201 -2.22922
H 2.13326 -2.07317 -0.98419
H 1.88312 -1.14364 0.51613
H 2.71335 0.89421 -0.56593
H 3.93924 -0.37919 -0.67097
H 3.25710 -0.87721 -3.00098
H 5.48460 -0.15576 -2.81664
H 5.89758 1.46725 -3.24360
H 1.25170 1.39076 -2.63397
H 1.47316 0.43079 -4.09814
H 0.77870 -1.62849 -2.87403
H -0.48243 -0.39022 -2.80956
H -3.29617 3.44079 2.57697
H 1.77036 2.87119 2.34337
H 1.36494 1.51356 3.41055
H 0.93603 3.18065 3.89384



17
Properties=species:S:1:pos:R:3 method="wB97M-V/def2-TZVPD" homo_energy_ev=-14.35 total_charge=+1 orbital_gap_ev=8.6040 max_force_ev_per_a=4.67 relative_energy_kj_mol=395.9
C -0.82825 -1.33495 -0.52992
C 0.19372 -0.57279 -0.08472
C 1.38576 0.47890 -0.43057
C 0.33797 0.62685 0.53695
C 2.80510 0.37769 0.11421
C -2.13055 -0.62016 -0.17171
N -2.11878 0.71972 0.25056
H 1.39606 0.86394 -1.48926
H 0.50964 0.76019 1.55893
H 2.86971 -0.54432 0.78186
H 2.94342 1.19591 0.76687
H 3.69520 0.36219 -0.71230
H -2.84060 -0.74376 -1.12983
H -0.77222 -2.35544 -0.94628
H -2.53111 -1.42534 0.54973
H -2.14196 0.92968 1.20489
H -2.77311 1.28172 -0.26941



31
Properties=species:S:1:pos:R:3 method="wB97M-V/def2-TZVPD" homo_energy_ev=-9.61 total_charge=0 orbital_gap_ev=9.8383 max_force_ev_per_a=8.25 relative_energy_kj_mol=793.2
C 1.12129 -0.69045 0.72196
C 0.57951 -0.86399 -0.72662
C 2.62450 -0.59195 0.95359
C 3.24041 0.49769 -0.16623
C -1.65134 0.03685 0.11465
C -2.92678 -0.81028 0.00994
C -2.11092 1.51886 0.08756
C -1.13089 2.71671 0.59518
H 0.65398 -2.20890 2.27275
H 0.99693 -2.98298 0.69317
H 0.67112 0.06695 1.49802
H 2.88011 -0.13078 2.04770
H 3.05109 -1.67821 0.87855
H 3.90464 -0.99680 -1.44790
H 3.86287 0.91828 -1.75428
H -1.27207 -1.02497 -1.77046
H -1.29196 -0.04149 1.06148
H -3.10592 1.31463 0.46902
H -2.07506 1.03777 -2.17030
H -1.68745 3.76302 0.32412
H -0.91803 2.74898 1.63403
H -0.07554 2.46652 0.19216
H -3.79518 -2.06986 -1.20624
N 0.65477 -2.12698 1.21736
N 4.09856 0.02406 -1.17328
N -0.65311 -0.47783 -1.01757
O 1.17063 -1.48557 -1.60410
O 2.77372 1.79199 -0.09689
O -3.91491 -1.05217 0.86360
O -2.67260 1.75684 -1.16672
O -3.00238 -1.42592 -1.33426



66
Properties=species:S:1:pos:R:3 method="wB97M-V/def2-TZVPD" homo_energy_ev="-7.70 / -7.67" total_charge=0 orbital_gap_ev="7.3047 / 7.4711" max_force_ev_per_a=3.48 relative_energy_kj_mol=191.8
Pt -0.89742 -1.08171 -1.51473
C 3.47173 0.37151 4.24492
C 2.94588 -0.88830 3.53943
C 3.67613 -2.12109 4.09123
C 1.45413 -1.02226 3.85321
C 3.19285 -0.77523 2.04341
C 4.49909 -0.55949 1.57898
C 4.79298 -0.42152 0.23899
C 3.75261 -0.48813 -0.67135
S 3.77601 -0.29614 -2.40176
C 2.03722 -0.49470 -2.40960
N 1.50819 -0.68905 -1.23636
C 2.43193 -0.70213 -0.23455
C 2.16374 -0.86224 1.12167
C 1.22417 -0.42161 -3.59268
C 1.77190 -0.14323 -4.84659
C 0.95023 -0.08252 -5.95118
C -0.41360 -0.29418 -5.80413
C -0.95783 -0.55453 -4.55316
C -0.16235 -0.63151 -3.41334
H 3.30207 0.29017 5.31693
H 2.95604 1.25679 3.87801
H 4.53758 0.50541 4.08326
H 3.51570 -2.19577 5.16515
H 4.74635 -2.06044 3.91240
H 3.30128 -3.02810 3.62221
H 1.31023 -1.08075 4.92922
H 1.03807 -1.92255 3.40906
H 0.90258 -0.15993 3.48488
H 5.31907 -0.49371 2.27707
H 5.80323 -0.25280 -0.09704
H 1.13837 -1.05593 1.38996
H 2.83688 0.02510 -4.93952
H 1.36755 0.12410 -6.92490
H -1.05583 -0.24598 -6.67240
H -2.02611 -0.70298 -4.46973
C -4.11308 -3.41841 0.08384
S -2.62184 -2.66155 -0.62217
O -1.79811 -3.66325 -1.27313
O -3.17724 -1.67678 -1.57748
O -1.91627 -1.98122 0.47546
H -4.86705 -3.38186 -0.69225
H -4.41483 -2.79966 0.91950
H -3.91935 -4.43536 0.39372
C -0.88035 1.58556 0.35878
N -1.45355 2.81745 0.88033
C -1.80819 3.67262 -0.24579
N -2.76839 3.03297 -1.13617
C -2.18080 1.80189 -1.63598
N -1.82490 0.89810 -0.52928
C -3.05325 0.61333 0.23952
N -3.65009 1.83015 0.75584
C -2.67760 2.49607 1.60823
C -3.96261 2.70417 -0.36603
H -0.63440 0.92146 1.19014
H 0.03396 1.81999 -0.19668
H -0.90492 3.91227 -0.80944
H -2.24424 4.59646 0.13954
H -1.27835 2.03897 -2.20929
H -2.89472 1.29006 -2.28503
H -2.80105 -0.05353 1.06623
H -3.75906 0.10019 -0.41750
H -2.43721 1.84100 2.44940
H -3.11480 3.42346 1.98708
H -4.40311 3.62916 0.01617
H -4.68526 2.20178 -1.01455



25
Properties=species:S:1:pos:R:3 method="wB97M-V/def2-TZVPD" s_squared=12.02 homo_energy_ev="-15.46 / -15.46" total_charge=+2 orbital_gap_ev="6.9489 / 6.0055" spin_multiplicity=7 max_force_ev_per_a=4.58
O 0.19435 4.95750 -0.29757
C 0.32113 3.86693 0.01198
Eu 1.31012 -0.89656 0.59609
O -2.11214 0.82006 0.25279
C -1.10287 0.31416 0.45799
C 0.10286 -1.86401 -1.46016
O -0.60919 -2.82460 -1.32534
C 1.57639 -1.83528 -1.95806
O 1.74281 -1.61190 -3.13449
C 0.62207 0.98635 -1.46895
O 0.04492 1.67029 -2.19706
H 2.40007 -2.03514 -1.10984
N 0.23963 -0.76368 2.76754
C -0.26600 -0.90434 3.81812
C -0.79990 -1.09443 5.10345
C -1.13041 0.03704 5.86057
C -1.61551 -0.12389 7.15766
C -1.77166 -1.40248 7.70211
C -1.46829 -2.53516 6.93993
C -0.97978 -2.39148 5.64059
H -0.98567 1.02841 5.42879
H -1.85227 0.76495 7.74855
H -2.18129 -1.52924 8.70888
H -1.59179 -3.54124 7.34300
H -0.72283 -3.25654 5.01915



| no. | electronic energy (eV) |
| --- | --- |
| 1 | -20655.640 |
| 2 | -28041.971 |
| 3 | -19560.918 |
| 4 | -34206.832 |
| 5 | -7862.245 |
| 6 | -23240.442 |
| 7 | -63900.357 |
| 8 | -43574.963 |